60
Properties=species:S:1:pos:R:3:nbo_charge:R:1 method="wB97M-V/def2-TZVPD" e_above_lowest_kj_mol=365.9 gap_ev=8.9 smiles=COc1cccc(CN2CCN(CCc3ccccc3)[C@@H](CCO)C2)c1OC lumo_energy_ev=0.719
C -6.595 -2.091 1.468 -0.25
O -5.932 -1.305 0.511 -0.51
C -4.558 -1.286 0.509 0.23
C -3.791 -2.036 1.390 -0.29
C -2.408 -2.020 1.323 -0.21
C -1.775 -1.250 0.371 -0.22
C -2.516 -0.471 -0.505 -0.08
C -1.819 0.370 -1.542 -0.23
N -0.519 0.816 -1.081 -0.46
C 0.313 1.309 -2.164 -0.24
C 1.538 2.034 -1.574 -0.23
N 1.873 1.575 -0.239 -0.49
C 2.337 0.195 -0.183 -0.20
C 3.705 0.024 -0.861 -0.42
C 4.284 -1.312 -0.492 -0.04
C 5.120 -1.439 0.610 -0.16
C 5.625 -2.675 0.972 -0.22
C 5.296 -3.802 0.239 -0.22
C 4.459 -3.687 -0.858 -0.21
C 3.957 -2.449 -1.219 -0.21
C 0.773 1.870 0.687 -0.04
C 0.985 3.241 1.347 -0.44
C 2.305 3.302 2.120 -0.05
O 3.423 3.303 1.274 -0.75
C -0.597 1.798 -0.018 -0.24
C -3.914 -0.476 -0.446 0.31
O -4.538 0.305 -1.382 -0.52
C -5.843 0.791 -1.159 -0.24
H -6.359 -3.154 1.353 0.18
H -7.658 -1.938 1.282 0.20
H -6.359 -1.772 2.489 0.18
H -4.270 -2.655 2.131 0.22
H -1.835 -2.619 2.013 0.21
H -0.700 -1.227 0.299 0.23
H -2.469 1.213 -1.829 0.19
H -1.664 -0.241 -2.438 0.21
H -0.237 2.005 -2.823 0.17
H 0.622 0.450 -2.767 0.19
H 2.403 1.910 -2.227 0.21
H 1.336 3.105 -1.502 0.20
H 2.455 -0.066 0.873 0.20
H 1.617 -0.507 -0.625 0.19
H 3.598 0.088 -1.945 0.21
H 4.366 0.825 -0.527 0.22
H 5.380 -0.561 1.184 0.20
H 6.279 -2.759 1.828 0.21
H 5.692 -4.767 0.519 0.21
H 4.199 -4.562 -1.435 0.21
H 3.306 -2.363 -2.078 0.21
H 0.793 1.110 1.475 0.20
H 0.155 3.432 2.029 0.21
H 0.992 4.024 0.587 0.20
H 2.354 2.452 2.820 0.14
H 2.357 4.226 2.704 0.18
H 3.236 2.635 0.587 0.49
H -0.884 2.792 -0.406 0.16
H -1.361 1.484 0.695 0.22
H -5.984 1.580 -1.900 0.19
H -5.951 1.212 -0.157 0.18
H -6.597 0.016 -1.308 0.19

---

140
Properties=species:S:1:pos:R:3:mulliken_charge:R:1 method="wB97M-V/def2-TZVPD" e_above_lowest_kj_mol=62.3 gap_ev=8.6 smiles="O=C1c2ccccc2C(=O)c2ccccc21.O=C1c2ccccc2C(=O)c2ccccc21.O=C1c2ccccc2C(=O)c2ccccc21.O=C1c2ccccc2C(=O)c2ccccc21.CCCCCCCCCNC(=O)OCCCO" lumo_energy_ev=-1.098
O -2.978 3.586 -0.745 -0.72
C -2.112 4.144 -1.387 0.61
C -2.436 4.845 -2.658 0.19
C -3.753 4.877 -3.099 -0.53
C -4.076 5.557 -4.260 -0.59
C -3.085 6.210 -4.986 -0.47
C -1.769 6.168 -4.560 -0.61
C -1.438 5.482 -3.399 0.23
C -0.016 5.431 -2.962 0.59
O 0.860 5.938 -3.631 -0.67
C 0.306 4.748 -1.678 0.31
C 1.622 4.722 -1.234 -0.76
C 1.932 4.119 -0.027 -0.50
C 0.928 3.540 0.744 -0.86
C -0.383 3.551 0.298 -0.49
C -0.699 4.150 -0.915 0.14
H -4.523 4.374 -2.530 0.49
H -5.103 5.584 -4.600 0.41
H -3.342 6.751 -5.888 0.41
H -0.997 6.671 -5.126 0.48
H 2.400 5.177 -1.831 0.51
H 2.958 4.103 0.320 0.47
H 1.170 3.078 1.693 0.59
H -1.159 3.096 0.899 0.75
O -3.822 7.539 0.271 -0.68
C -3.807 7.919 1.424 0.52
C -4.275 9.287 1.781 0.16
C -4.755 10.125 0.783 -0.53
C -5.227 11.385 1.106 -0.49
C -5.223 11.815 2.429 -0.46
C -4.731 10.991 3.426 -0.56
C -4.250 9.727 3.107 0.18
C -3.707 8.859 4.189 0.56
O -3.636 9.263 5.331 -0.67
C -3.259 7.485 3.834 0.47
C -2.781 6.645 4.833 -0.61
C -2.390 5.354 4.522 -0.69
C -2.474 4.896 3.211 -0.36
C -2.937 5.732 2.210 -0.69
C -3.326 7.029 2.515 0.04
H -4.762 9.787 -0.245 0.48
H -5.605 12.035 0.327 0.40
H -5.603 12.797 2.681 0.40
H -4.722 11.325 4.454 0.47
H -2.721 7.002 5.852 0.49
H -2.021 4.701 5.301 0.40
H -2.175 3.883 2.972 0.49
H -3.000 5.373 1.191 0.69
O -2.772 -7.218 5.765 -0.67
C -3.315 -6.610 4.865 0.60
C -4.626 -7.064 4.322 0.16
C -5.238 -8.183 4.872 -0.55
C -6.474 -8.595 4.402 -0.47
C -7.104 -7.890 3.382 -0.47
C -6.491 -6.784 2.820 -0.53
C -5.249 -6.370 3.283 0.20
C -4.594 -5.188 2.657 0.48
O -5.111 -4.618 1.717 -0.68
C -3.294 -4.721 3.213 0.32
C -2.684 -3.598 2.666 -0.80
C -1.489 -3.134 3.192 -0.26
C -0.901 -3.791 4.268 -0.64
C -1.498 -4.917 4.809 -0.75
C -2.693 -5.390 4.282 0.26
H -4.749 -8.727 5.668 0.47
H -6.951 -9.465 4.834 0.39
H -8.075 -8.208 3.025 0.40
H -6.977 -6.238 2.024 0.47
H -3.145 -3.087 1.833 0.54
H -1.014 -2.259 2.769 0.48
H 0.028 -3.420 4.682 0.52
H -1.038 -5.429 5.644 0.47
O -1.706 -4.548 -7.432 -0.67
C -0.832 -4.184 -6.673 0.55
C 0.477 -3.699 -7.194 0.24
C 0.686 -3.645 -8.566 -0.58
C 1.883 -3.161 -9.064 -0.48
C 2.879 -2.729 -8.194 -0.56
C 2.683 -2.796 -6.826 -0.49
C 1.485 -3.286 -6.320 0.13
C 1.295 -3.369 -4.847 0.53
O 2.188 -3.060 -4.084 -0.67
C -0.019 -3.833 -4.326 0.11
C -0.228 -3.882 -2.953 -0.56
C -1.456 -4.282 -2.453 -0.69
C -2.482 -4.634 -3.324 -0.60
C -2.275 -4.600 -4.693 -0.71
C -1.043 -4.204 -5.199 0.55
H -0.091 -3.977 -9.241 0.47
H 2.042 -3.116 -10.134 0.40
H 3.810 -2.341 -8.587 0.41
H 3.458 -2.465 -6.148 0.49
H 0.569 -3.603 -2.277 0.56
H -1.618 -4.315 -1.383 0.62
H -3.444 -4.938 -2.932 0.43
H -3.071 -4.877 -5.370 0.48
C 8.749 -2.610 0.959 -1.07
C 8.808 -1.106 0.653 -0.48
C 7.888 -0.209 1.514 -0.89
C 6.547 -0.794 1.969 -1.09
C 5.421 -0.723 0.926 0.32
C 5.667 -1.572 -0.319 -0.47
C 4.442 -1.856 -1.202 -0.20
C 3.516 -0.642 -1.476 -1.19
C 2.119 -0.789 -0.832 -0.06
N 2.134 -0.375 0.584 0.37
C 1.302 -1.048 1.432 0.18
O 0.857 -0.519 2.395 -0.68
O 1.007 -2.338 1.196 -0.15
C 2.160 -3.209 1.120 0.55
C 2.204 -4.152 2.300 -0.52
C 3.257 -5.249 2.044 -0.74
O 4.223 -4.842 1.068 -0.46
H 9.746 -3.020 0.830 0.39
H 8.126 -3.114 0.232 0.20
H 8.455 -2.822 1.977 0.31
H 9.824 -0.791 0.869 0.44
H 8.633 -0.906 -0.397 0.33
H 7.677 0.734 1.017 0.25
H 8.445 0.052 2.411 0.42
H 6.201 -0.157 2.782 0.46
H 6.612 -1.795 2.382 0.42
H 4.553 -1.135 1.427 -0.27
H 5.212 0.320 0.704 0.33
H 6.016 -2.533 0.044 -0.05
H 6.479 -1.114 -0.877 0.29
H 3.877 -2.699 -0.829 0.03
H 4.837 -2.172 -2.163 0.62
H 3.327 -0.616 -2.545 0.45
H 3.977 0.302 -1.212 0.47
H 1.452 -0.141 -1.398 0.48
H 1.782 -1.805 -0.962 -0.30
H 2.035 0.620 0.705 0.15
H 3.051 -2.603 1.165 -0.19
H 2.111 -3.758 0.188 0.05
H 2.498 -3.611 3.193 0.23
H 1.232 -4.591 2.495 0.24
H 2.743 -6.137 1.682 0.36
H 3.815 -5.474 2.941 0.31
H 4.147 -5.406 0.293 0.29

---

16
Properties=species:S:1:pos:R:3:nbo_charge:R:1 method="wB97M-V/def2-TZVPD" e_above_lowest_kj_mol=149.9 gap_ev=12.1 smiles=CC.CC lumo_energy_ev=1.121
C 0.499 1.632 0.286 -0.59
C 1.315 2.910 0.963 -0.60
H 0.693 1.681 -0.819 0.20
H -0.470 1.740 0.343 0.19
H 0.854 0.781 0.784 0.20
H 2.000 2.504 1.617 0.20
H 0.704 3.603 1.454 0.20
H 1.902 3.377 0.081 0.20
C -1.213 -1.569 -0.444 -0.64
C -0.744 -2.949 -0.633 -0.62
H -0.935 -0.979 -1.310 0.21
H -0.549 -1.007 0.319 0.21
H -2.340 -1.623 -0.296 0.22
H 0.063 -3.267 0.081 0.21
H -0.291 -3.094 -1.703 0.20
H -1.488 -3.741 -0.722 0.21

---

39
Properties=species:S:1:pos:R:3:nbo_charge:R:1 method="wB97M-V/def2-TZVPD" e_above_lowest_kj_mol=232.9 gap_ev=9.8 lumo_energy_ev=-0.237
O -2.226 -2.570 -1.036 -0.94
H -1.414 -3.038 -1.013 0.47
H -2.833 -3.001 -0.456 0.48
O -0.142 -0.093 -0.604 -1.01
H -0.397 -0.805 0.002 0.52
H 0.453 0.509 -0.146 0.51
O 1.888 0.959 0.899 -0.99
H 2.030 1.681 0.267 0.51
H 2.710 0.477 0.987 0.50
O -0.532 0.943 2.706 -0.95
H 0.091 1.385 3.326 0.48
H -0.746 1.704 2.156 0.48
O 1.401 1.716 -3.025 -0.93
H 1.996 2.182 -3.621 0.50
H 1.853 1.092 -2.457 0.49
O 1.804 3.073 -0.933 -1.00
H 1.597 2.637 -1.774 0.48
H 1.118 3.821 -0.929 0.49
O -2.768 0.128 0.169 -0.93
H -1.883 0.372 0.232 0.46
H -2.720 -0.603 -0.394 0.48
O -0.427 -1.573 1.535 -0.97
H 0.276 -2.145 1.836 0.50
H -0.190 -0.715 1.857 0.50
O 2.036 -2.420 0.668 -0.97
H 2.927 -2.168 0.323 0.47
H 1.561 -2.364 -0.124 0.49
O -1.996 -0.166 -2.746 -0.96
H -1.348 -0.271 -3.456 0.46
H -1.441 0.110 -1.975 0.49
O 1.221 -1.779 -1.875 -1.03
H 0.685 -1.078 -1.418 0.49
H 0.699 -2.329 -2.497 0.48
O 1.340 3.170 2.267 -0.98
H 1.378 2.346 1.825 0.48
H 1.783 3.165 3.116 0.47
O -3.315 -1.382 2.504 -0.95
H -2.690 -0.976 1.856 0.49
H -3.779 -1.995 1.947 0.45

---

64
Properties=species:S:1:pos:R:3:nbo_charge:R:1 method="wB97M-V/def2-TZVPD" e_above_lowest_kj_mol=132.3 gap_ev="3.2 / 2.4" lumo_energy_ev="-3.674 / -3.956"
O 3.556 -0.561 -2.592 -0.54
C 3.023 -1.665 -1.746 -0.06
C 4.372 -1.786 -1.011 -0.45
H 2.622 -2.525 -2.286 0.20
H 2.178 -1.297 -1.129 0.14
C 4.634 -0.372 -1.665 0.26
H 4.909 -2.637 -1.436 0.22
H 4.258 -1.827 0.081 0.21
C 5.847 -0.209 -2.553 -0.63
H 5.624 -0.610 -3.554 0.23
H 6.705 -0.764 -2.169 0.22
H 6.035 0.871 -2.673 0.21
C 4.293 0.727 -0.688 -0.63
H 3.747 0.293 0.169 0.21
H 3.697 1.528 -1.146 0.22
H 5.227 1.143 -0.287 0.22
Al -0.442 -1.274 -0.964 1.84
C -0.563 -1.354 1.182 -0.52
C -1.191 -2.666 1.277 -0.27
C -0.190 -3.636 1.272 -0.27
H -2.243 -2.797 1.525 0.26
C 1.075 -3.006 1.217 -0.28
C 0.896 -1.615 1.194 -0.33
H 1.641 -0.836 1.425 0.25
H -1.016 -0.438 1.534 0.31
H -0.339 -4.712 1.409 0.23
H 2.049 -3.519 1.260 0.23
C -1.381 1.076 -1.450 0.00
C -0.064 1.179 -0.636 -0.46
C 0.811 1.980 -1.379 -0.04
H -0.124 1.253 0.452 0.28
C 0.265 2.209 -2.690 -0.27
C -0.969 1.624 -2.794 -0.12
H -1.609 1.540 -3.671 0.23
H -2.183 1.701 -1.043 0.27
H 1.760 2.396 -1.023 0.23
H 0.788 2.777 -3.466 0.23
O 2.566 -1.973 -4.418 -0.53
C 3.563 -1.933 -5.531 -0.08
C 3.415 -3.177 -6.399 -0.44
H 4.583 -1.806 -5.124 0.20
H 3.340 -1.062 -6.180 0.17
C 1.931 -3.556 -6.143 -0.43
H 4.106 -3.978 -6.116 0.21
H 3.571 -2.956 -7.465 0.22
C 1.443 -2.567 -5.065 -0.08
H 1.880 -4.588 -5.774 0.21
H 1.342 -3.496 -7.071 0.22
H 0.793 -3.004 -4.306 0.18
H 0.916 -1.767 -5.607 0.16
F -3.903 2.641 1.586 -0.34
C -3.800 1.366 2.057 0.98
F -5.040 0.947 2.430 -0.33
F -3.395 0.573 0.996 -0.38
C -2.824 1.295 3.169 -0.68
O -1.811 -0.297 -1.480 -0.95
C -1.770 2.336 3.226 0.98
F -2.268 3.601 3.333 -0.33
F -0.910 2.119 4.251 -0.33
F -1.022 2.308 2.054 -0.39
C -2.749 0.083 4.022 0.98
F -3.121 0.313 5.317 -0.34
F -3.553 -0.896 3.515 -0.34
F -1.464 -0.412 4.035 -0.36

---

102
Properties=species:S:1:pos:R:3:mulliken_charge:R:1 method="wB97M-V/def2-TZVPD" e_above_lowest_kj_mol=222.9 gap_ev=8.8 smiles=CCN(CC)CC.CCCCCC.CCCCCC.CCCCCC.CCCCCC lumo_energy_ev=0.702
C 17.943 90.430 63.850 -1.57
C 18.718 89.728 62.725 0.00
N 18.394 90.276 61.435 0.23
C 18.245 89.443 60.230 -0.28
C 17.172 88.360 60.378 -1.55
C 19.091 91.538 61.145 -0.70
C 20.541 91.324 60.795 -0.80
H 18.054 91.431 64.012 0.39
H 18.046 89.898 64.826 0.36
H 16.884 90.524 63.536 0.42
H 18.514 88.717 62.738 0.61
H 19.792 89.742 63.149 -0.37
H 19.199 88.900 60.078 0.29
H 18.039 90.038 59.286 0.30
H 16.163 88.556 60.522 0.46
H 17.199 87.573 61.116 0.37
H 17.120 87.741 59.517 0.44
H 19.209 92.342 62.123 0.23
H 18.659 92.196 60.449 0.42
H 20.707 91.088 59.663 0.29
H 21.169 90.693 61.538 0.09
H 21.041 92.357 60.908 0.35
C 28.650 81.588 65.447 -1.43
C 27.430 82.328 64.923 -0.22
C 26.259 82.597 65.886 -2.06
C 24.959 83.203 65.307 0.48
C 23.985 83.450 66.381 -0.15
C 22.622 83.898 65.941 -1.21
H 29.518 81.518 64.605 0.30
H 28.636 80.681 65.668 0.56
H 29.291 82.174 66.299 0.24
H 27.081 81.666 64.268 0.37
H 27.808 83.341 64.534 0.21
H 26.594 83.242 66.676 0.46
H 25.987 81.906 66.308 1.26
H 24.555 82.638 64.553 0.67
H 25.196 84.300 64.819 -0.65
H 24.293 84.134 67.300 0.12
H 23.985 82.280 66.882 0.18
H 22.098 83.071 65.440 0.38
H 22.589 84.883 65.457 0.25
H 22.003 84.169 66.781 0.21
C 18.635 86.369 69.278 -1.23
C 20.044 86.439 68.562 -0.07
C 21.256 86.787 69.413 -0.32
C 21.508 85.771 70.572 -0.86
C 22.501 86.510 71.598 -0.73
C 23.393 85.428 72.302 -1.56
H 18.421 87.381 69.775 0.28
H 18.312 85.624 70.177 0.23
H 17.831 86.386 68.596 0.43
H 20.064 87.302 67.770 0.09
H 20.140 85.565 67.993 0.20
H 21.056 87.710 70.059 0.29
H 22.053 86.879 68.803 0.22
H 21.932 84.873 69.880 0.13
H 20.728 85.309 70.880 0.76
H 21.971 86.996 72.287 0.47
H 23.173 87.162 71.189 0.51
H 22.639 84.753 72.785 0.29
H 23.769 85.874 73.016 0.62
H 24.093 84.895 71.691 0.34
C 29.445 86.926 58.219 -1.31
C 28.586 86.872 59.530 -0.28
C 27.225 86.312 59.278 -0.63
C 26.362 86.424 60.591 -0.40
C 25.229 85.418 60.644 -0.85
C 24.277 85.360 61.870 -0.44
H 28.951 87.771 57.468 0.23
H 29.444 86.057 57.627 0.37
H 30.399 87.349 58.364 0.39
H 28.583 87.884 60.020 0.26
H 29.056 86.125 60.182 0.31
H 27.277 85.327 58.878 0.37
H 26.790 86.963 58.433 0.30
H 25.989 87.508 60.696 0.19
H 27.147 86.326 61.409 0.27
H 25.495 84.487 60.424 0.63
H 24.436 85.787 59.748 0.18
H 23.921 86.462 61.991 0.17
H 25.013 85.145 62.747 -0.15
H 23.597 84.560 61.636 0.39
C 25.983 87.235 65.647 -1.39
C 25.071 87.798 66.833 -0.96
C 23.710 88.254 66.363 -0.56
C 23.695 89.604 65.679 -1.22
C 22.325 89.855 64.974 -0.01
C 22.213 91.312 64.311 -1.42
H 26.528 86.609 66.019 0.77
H 26.488 88.167 65.328 0.41
H 25.453 86.664 64.911 -0.04
H 25.727 88.588 67.085 0.44
H 25.139 87.212 67.671 0.62
H 22.970 88.105 67.085 0.25
H 23.251 87.588 65.807 0.55
H 24.469 89.786 65.026 0.55
H 23.901 90.387 66.402 0.46
H 21.472 89.910 65.488 0.39
H 22.258 89.078 64.118 0.08
H 22.926 91.639 63.574 0.43
H 22.540 92.260 64.925 0.36
H 21.219 91.448 63.941 0.25